No. 1
{"formula": "C5H8N", "method": "ωB97M-V/def2-TZVPD", "species": ["C", "C", "C", "C", "C", "N", "H", "H", "H", "H", "H", "H", "H", "H"], "coordinates": [[0.12699, 0.61623, 0.16195], [1.05302, -0.62496, -0.79422], [-1.43567, -0.98111, -0.74031], [-0.10065, -1.36166, -0.18825], [0.49967, 1.74676, 0.96578], [-0.95765, -0.13146, 0.33154], [1.07320, -0.53590, -1.83952], [2.01340, -0.65596, -0.41490], [-1.72429, -0.77543, -1.72973], [-2.23437, -1.60686, -0.17453], [0.23013, -1.95010, 0.65950], [1.46463, 2.28942, 0.93671], [0.30710, 1.45101, 2.01377], [-0.31553, 2.52003, 0.81222]], "forces_ev_per_a": [[2.5, -2.9, -3.5], [-3.1, 3.6, 1.5], [-0.6, -4.6, 3.9], [0.4, 0.0, -0.6], [-0.8, 1.4, 1.5], [-0.6, 2.9, 1.2], [-0.2, 0.2, -1.4], [1.8, -0.5, 1.2], [0.5, 1.1, -1.2], [1.1, 1.1, -1.6], [-1.1, -0.8, -0.2], [-0.4, -1.0, -0.7], [0.1, 0.1, -0.1], [0.6, -0.7, 0.0]], "homo_ev": -14.735, "energy_ha": -249.64244, "total_charge": 1, "homo_lumo_gap_ev": 9.4, "relative_energy_kj_mol": 479.7}


No. 2
{"formula": "C17H27N4O9P2Tl", "method": "ωB97M-V/def2-TZVPD", "species": ["C", "C", "N", "C", "C", "C", "C", "P", "Tl", "P", "C", "O", "O", "H", "H", "H", "C", "C", "H", "H", "H", "H", "C", "C", "H", "H", "H", "H", "H", "H", "H", "H", "H", "H", "H", "H", "H", "H", "H", "H", "H", "H", "O", "N", "O", "C", "C", "C", "C", "O", "C", "C", "N", "O", "O", "N", "O", "O", "H", "H"], "coordinates": [[0.93489, -1.36717, -4.05711], [0.86275, -1.08489, -2.69266], [-0.27280, -0.69511, -2.09700], [-1.38652, -0.60814, -2.82722], [-1.40774, -0.92890, -4.18749], [-0.22071, -1.28498, -4.82379], [2.11186, -1.27932, -1.84745], [1.71906, -1.01514, -0.05946], [-0.48605, -3.00360, 2.05128], [-2.41649, 0.78603, -0.60598], [-2.65998, -0.10825, -2.17238], [2.86244, 4.12427, -3.63871], [-0.80316, 2.35173, -3.13049], [1.90541, -1.63981, -4.46639], [-2.35809, -0.87616, -4.70670], [-0.19630, -1.50006, -5.88376], [3.35352, -1.39618, 0.65937], [1.78968, 0.80991, -0.07781], [-3.20148, 0.58089, -2.83711], [-3.32489, -0.96433, -1.95562], [2.85604, -0.64686, -2.14265], [2.47516, -2.31915, -1.95464], [-3.00130, -0.32892, 0.66488], [-3.37681, 2.29008, -0.56135], [-1.08069, 1.23026, -0.55340], [0.13521, 2.21647, -2.91488], [3.62919, 4.55619, -3.90377], [2.67380, 3.51349, -4.37450], [-1.02660, -4.07080, 0.89159], [-0.74129, 2.75523, -4.10592], [3.97457, -0.49538, 0.68516], [3.19563, -1.75843, 1.68228], [3.85429, -2.18252, 0.08448], [2.81895, 1.17297, -0.19931], [1.16439, 1.19930, -0.88836], [1.37706, 1.16529, 0.87561], [-4.40831, 2.06680, -0.86561], [-3.33781, 2.68405, 0.46433], [-2.89357, 2.98910, -1.25668], [-4.08697, -0.47313, 0.56948], [-2.51239, -1.30807, 0.58814], [-2.79864, 0.09508, 1.65284], [-0.33510, 1.87414, 8.40828], [0.45678, 1.05510, 7.89906], [1.47966, 0.63991, 8.48715], [0.18551, 0.56552, 6.57131], [-0.92939, 1.06464, 5.87303], [-1.12706, 0.64962, 4.56990], [-0.46128, -0.52633, 4.06912], [-0.98870, -1.19607, 3.11193], [0.76545, -0.90380, 4.73681], [1.07239, -0.34416, 5.97651], [1.72934, -1.73407, 4.10640], [2.91343, -1.67044, 4.44688], [1.37416, -2.54577, 3.15470], [-1.96806, 1.40280, 3.64808], [-3.06408, 1.84338, 4.04271], [-1.50870, 1.59357, 2.49719], [-1.59229, 1.79914, 6.32684], [1.98660, -0.63920, 6.48136]], "forces_ev_per_a": [[-0.2, 0.2, 0.0], [0.3, -0.4, -0.1], [-0.2, 0.1, -0.2], [0.5, -0.1, -0.7], [-0.1, 0.1, 0.3], [0.0, 0.0, 0.4], [-2.6, -2.0, 1.0], [-0.1, -0.4, 0.0], [0.4, -0.5, 1.8], [0.1, -0.3, -0.1], [-0.1, 0.1, -0.1], [-2.3, -1.8, 0.1], [0.6, 1.3, -3.2], [-0.3, 0.0, -0.1], [0.2, 0.0, -0.2], [-0.1, 0.0, 0.0], [0.1, -0.1, 0.4], [-0.2, 0.4, 0.4], [0.2, -0.3, 0.0], [0.2, 0.4, 0.0], [2.2, 1.8, -0.9], [-0.2, 0.4, -0.1], [0.2, -0.2, 0.6], [-0.1, 0.0, -0.1], [-0.3, -0.5, 0.3], [-0.3, 0.1, 0.0], [2.2, 1.3, -0.6], [0.1, 0.4, 0.5], [-0.5, -1.1, -2.4], [-0.3, -1.3, 3.3], [0.1, -0.2, 0.0], [0.2, 0.1, -0.1], [-0.1, 0.1, 0.1], [-0.3, 0.0, 0.0], [0.1, 0.0, 0.1], [0.2, 0.2, -0.2], [0.2, 0.2, 0.1], [-0.1, -0.1, -0.3], [-0.3, -0.1, 0.2], [0.3, 0.2, -0.3], [0.0, 0.3, -0.1], [0.0, -0.2, -0.3], [1.1, -1.2, -0.8], [0.5, 0.6, 1.8], [-1.8, 0.7, -1.1], [-0.8, 0.0, -0.9], [0.5, 0.5, 0.9], [0.5, -0.8, -0.4], [0.0, -0.1, -0.3], [-0.6, 2.3, 0.3], [0.3, 0.0, 0.0], [0.0, 0.0, -0.1], [-1.8, 1.3, 0.7], [1.2, -0.1, 0.5], [0.8, -0.7, -0.8], [-0.7, 0.1, 0.2], [1.8, -0.5, -0.8], [-0.9, -0.1, 1.3], [0.3, -0.1, -0.1], [-0.2, 0.1, -0.1]], "homo_ev": [-5.286, -5.085], "energy_ha": -2414.90557, "total_charge": 0, "homo_lumo_gap_ev": [4.7, 4.5], "relative_energy_kj_mol": 0.0}


No. 3
{"formula": "C44H76N4O16", "method": "ωB97M-V/def2-TZVPD", "species": ["C", "N", "O", "O", "H", "H", "H", "C", "N", "O", "O", "H", "H", "H", "C", "N", "O", "O", "H", "H", "H", "C", "N", "O", "O", "H", "H", "H", "C", "O", "C", "C", "O", "C", "H", "H", "H", "H", "H", "H", "H", "H", "H", "H", "C", "O", "C", "C", "O", "C", "H", "H", "H", "H", "H", "H", "H", "H", "H", "H", "C", "O", "C", "C", "O", "C", "H", "H", "H", "H", "H", "H", "H", "H", "H", "H", "C", "O", "C", "C", "O", "C", "H", "H", "H", "H", "H", "H", "H", "H", "H", "H", "C", "C", "C", "C", "C", "C", "H", "H", "H", "H", "H", "H", "C", "C", "C", "C", "C", "C", "H", "H", "H", "H", "H", "H", "C", "C", "C", "C", "C", "C", "H", "H", "H", "H", "H", "H", "C", "C", "C", "C", "C", "C", "H", "H", "H", "H", "H", "H"], "coordinates": [[-1.16925, -3.42800, 8.08153], [-1.29303, -1.98990, 7.59252], [-1.96832, -1.20560, 8.22221], [-0.77032, -1.79911, 6.52531], [-1.94487, -3.96944, 7.53991], [-1.30933, -3.48082, 9.16120], [-0.24622, -3.90195, 7.74763], [-8.20181, 8.79653, 7.23138], [-7.24073, 7.64027, 7.46164], [-6.51624, 7.32373, 6.51464], [-7.13508, 7.24928, 8.60288], [-8.28472, 9.31299, 8.18766], [-9.09940, 8.34052, 6.81367], [-7.70222, 9.38156, 6.45920], [0.19442, 7.43251, 10.30043], [-0.14034, 8.63306, 9.52982], [-1.29588, 9.01598, 9.61148], [0.78516, 9.18284, 8.94509], [-0.63243, 6.76227, 10.06551], [0.11416, 7.80283, 11.32245], [1.14731, 7.03037, 9.95639], [-2.90079, 0.07455, 3.04602], [-3.56703, -0.39428, 4.26853], [-4.53522, 0.24858, 4.69005], [-3.10518, -1.44736, 4.77770], [-2.75397, 1.14787, 3.16660], [-3.54544, -0.11736, 2.18830], [-1.87010, -0.24849, 2.89974], [-7.44300, 8.83496, 0.16764], [-6.97727, 7.96207, 1.20057], [-7.96402, 7.31559, 1.88046], [-7.48872, 6.27211, 2.92249], [-8.60413, 5.44981, 3.15136], [-8.07067, 4.32457, 3.85080], [-8.00626, 8.39714, -0.65647], [-6.61579, 9.41288, -0.24446], [-7.92702, 9.70043, 0.62019], [-8.71883, 6.88345, 1.22349], [-8.53579, 8.06452, 2.42844], [-7.17701, 6.83923, 3.79959], [-6.58743, 5.78831, 2.54605], [-7.52171, 3.70877, 3.13839], [-8.94440, 3.79023, 4.22385], [-7.37635, 4.55115, 4.65993], [1.01823, -1.21970, 15.04663], [1.65458, 0.03693, 15.09033], [1.57652, 0.76111, 13.88636], [0.07236, 1.12838, 13.67336], [0.08575, 1.84554, 12.46739], [-1.23823, 2.34774, 12.16415], [1.38799, -1.64965, 15.97749], [1.26960, -1.88336, 14.21930], [-0.05464, -1.05056, 15.13844], [2.02494, 0.24066, 13.04010], [2.12145, 1.67001, 14.14144], [-0.15612, 1.76901, 14.52513], [-0.54242, 0.23659, 13.55152], [-1.03765, 2.99784, 11.31254], [-1.71819, 2.98474, 12.90711], [-1.94626, 1.58387, 11.84274], [5.10034, 0.16351, 8.19368], [4.96648, 0.52881, 9.60591], [4.45556, 1.71004, 9.91669], [2.95957, 1.68649, 9.49539], [2.67805, 1.85698, 8.06925], [1.31159, 1.54965, 7.77484], [5.16414, 1.05595, 7.57111], [4.27059, -0.47850, 7.89799], [6.04796, -0.36366, 8.08310], [4.89852, 2.65917, 9.61501], [4.58953, 1.73665, 10.99811], [2.62284, 2.62997, 9.92499], [2.46500, 0.83957, 9.97105], [0.70683, 2.30673, 8.27402], [1.01397, 0.59764, 8.21438], [0.98259, 1.70765, 6.74776], [-11.53532, -0.29176, 10.26855], [-10.75953, 0.57752, 11.04049], [-9.62645, 1.07592, 10.34306], [-9.67238, 1.64681, 8.94736], [-8.31294, 2.16977, 8.73457], [-8.14809, 2.68805, 7.44886], [-11.01415, -1.11634, 9.78219], [-12.08691, 0.32013, 9.55479], [-12.33155, -0.80520, 10.80753], [-8.73319, 0.45127, 10.34061], [-9.42277, 1.90963, 11.01502], [-10.37115, 2.48336, 8.94252], [-9.94467, 0.88759, 8.21418], [-7.09848, 2.97080, 7.36839], [-8.71648, 3.61794, 7.43021], [-8.25745, 1.98618, 6.62212], [-1.85396, 7.74406, 12.86597], [-2.74939, 8.50277, 12.13370], [-3.61565, 7.83120, 11.27015], [-3.38331, 6.50659, 11.02270], [-2.49324, 5.73091, 11.76989], [-1.81477, 6.35461, 12.75791], [-1.15970, 8.28327, 13.49339], [-2.63498, 9.57655, 12.11678], [-4.37688, 8.29310, 10.65896], [-4.03060, 6.11201, 10.25347], [-2.30296, 4.68865, 11.56040], [-1.07817, 5.92776, 13.42247], [3.22724, 5.94785, 5.67135], [2.67509, 7.14091, 5.28525], [1.46281, 7.59766, 5.88315], [0.79058, 6.80399, 6.80689], [1.30674, 5.52446, 7.08125], [2.52958, 5.11678, 6.54827], [4.22410, 5.62985, 5.40384], [3.19118, 7.79902, 4.60190], [1.14651, 8.56648, 5.52572], [-0.08841, 7.32121, 7.16222], [0.73086, 4.92659, 7.77212], [3.06355, 4.21025, 6.79213], [-5.28764, -4.25159, 7.59012], [-4.79580, -3.03840, 8.13040], [-5.08675, -1.93310, 7.43381], [-6.06018, -1.96521, 6.35158], [-6.74509, -3.16639, 6.00395], [-6.35140, -4.23921, 6.70317], [-4.88275, -5.13126, 8.06830], [-4.11318, -2.96296, 8.96391], [-4.70032, -0.95831, 7.69241], [-6.25058, -1.05906, 5.79565], [-7.54561, -3.13681, 5.27961], [-6.76356, -5.22260, 6.53146], [-4.47603, 4.17291, 6.50715], [-4.23698, 2.84731, 6.26937], [-3.14225, 2.24638, 6.94902], [-2.38910, 3.05783, 7.82890], [-2.67222, 4.40756, 7.99895], [-3.68149, 4.95870, 7.24532], [-5.30559, 4.65129, 6.00777], [-4.93322, 2.32504, 5.62993], [-2.94775, 1.19481, 6.79807], [-1.59154, 2.69352, 8.45944], [-2.01134, 5.03392, 8.57973], [-3.91463, 6.00232, 7.39671]], "forces_ev_per_a": [[-0.4, 0.0, -0.1], [0.2, -1.5, -0.3], [0.1, 0.1, 0.4], [0.4, 0.6, -0.1], [-0.3, 0.2, 0.2], [0.0, 0.1, -0.2], [0.2, 0.7, 0.1], [0.8, -0.8, -0.5], [1.2, 1.1, -0.4], [-1.1, -0.1, 1.0], [-0.1, -0.5, -0.3], [-0.4, -0.2, -0.3], [-0.1, 0.3, 0.3], [-0.3, 0.1, 0.2], [-0.6, -0.3, -0.4], [0.7, 0.7, -0.2], [0.7, 0.2, -0.6], [-0.9, 0.1, 0.1], [0.2, -0.2, 0.4], [0.3, -0.6, 0.0], [-0.1, 0.3, 0.3], [-0.2, 1.0, 0.7], [3.4, -0.2, -2.7], [-3.0, 1.8, 1.2], [0.4, -2.0, 1.2], [-0.5, 0.4, -0.2], [0.1, 0.0, -0.3], [-0.3, -0.9, 0.2], [0.8, 1.0, 1.0], [1.6, 0.6, -1.9], [-1.8, -0.2, 1.2], [-0.2, 2.2, -1.7], [1.5, -0.2, 0.8], [-1.0, -0.7, -0.4], [-0.2, -0.4, 0.3], [0.7, -0.9, -0.2], [-1.1, -0.3, 0.2], [0.1, -0.6, -0.3], [-0.3, 0.3, 0.4], [-0.1, -0.3, 0.5], [-0.1, -0.6, -0.2], [0.0, -0.3, 0.0], [0.3, -0.2, 0.1], [-0.2, 0.4, 0.2], [0.1, 0.3, 1.5], [0.8, -0.5, -0.5], [-1.4, 0.4, 1.1], [2.5, 0.0, -0.9], [-2.0, 0.7, 0.2], [1.2, 0.4, -1.2], [-0.3, -0.6, -0.1], [0.1, 0.3, -0.3], [-0.2, -0.5, -0.2], [-0.1, -0.1, -0.1], [0.0, 0.1, -0.6], [-0.7, -0.1, 0.1], [-0.2, 0.1, 0.4], [-0.3, -0.1, -0.2], [0.4, -0.2, 0.6], [0.1, -0.3, 0.1], [0.2, 0.5, 1.0], [3.1, -3.3, -2.2], [-2.9, 1.1, 0.0], [0.1, 2.5, 0.1], [0.7, -1.2, 0.4], [-0.4, 1.1, 1.2], [-0.3, 0.0, 0.0], [0.0, 0.2, -0.1], [-0.1, -0.2, 0.2], [0.7, -0.1, -1.0], [-0.8, 0.3, 0.3], [-0.9, 0.0, 0.5], [-0.2, -0.1, -0.4], [-0.3, 0.1, 0.5], [0.0, -0.3, -0.5], [0.9, -0.6, -0.3], [-1.1, -0.2, -0.6], [0.1, -0.9, -0.6], [0.9, 1.2, 1.5], [0.7, 0.7, 0.1], [-1.7, -1.7, 0.6], [1.1, 0.8, 0.2], [0.6, 0.2, -0.2], [0.1, -0.2, -0.6], [0.2, 0.3, 0.8], [-0.2, -0.7, 0.3], [0.7, 0.2, -0.3], [-0.2, 0.1, -0.4], [0.1, 0.1, -0.3], [0.1, 0.1, 0.2], [-0.4, 0.0, -0.9], [-0.8, -0.1, 0.0], [-0.6, 0.7, 0.0], [0.2, -0.2, -0.3], [0.6, 0.4, 0.0], [-1.0, -0.8, -0.2], [-0.6, -0.4, -0.8], [1.5, 1.4, 1.2], [0.1, -0.2, 0.3], [-0.4, 0.1, 0.3], [0.1, 0.4, 0.1], [0.2, -0.7, -0.1], [-0.4, 0.0, -0.1], [-0.1, -0.8, -0.2], [-0.2, -0.4, 0.6], [-1.0, 0.9, 0.7], [1.8, -0.9, -1.1], [0.9, 0.7, -1.4], [-0.4, 0.6, 0.4], [0.1, 0.5, -0.1], [0.0, 0.1, -0.5], [0.1, 0.0, -0.1], [-0.5, 0.1, 0.4], [-0.4, -0.9, 0.6], [0.2, -0.4, 0.0], [-0.6, -0.4, 0.4], [0.1, 1.1, 2.0], [0.4, -1.8, -0.8], [-2.7, 2.2, -2.4], [0.5, -0.8, 0.7], [0.8, 3.9, 0.5], [1.2, -3.5, 0.6], [-0.5, -0.6, -0.2], [0.1, -0.4, 0.1], [0.2, 0.0, 0.0], [0.2, 0.1, 0.0], [0.0, -0.2, -0.1], [-0.3, -0.2, -0.4], [-1.5, 0.1, -1.8], [0.9, -0.8, 1.0], [-0.7, 1.0, 0.0], [-0.4, -0.4, -0.1], [0.6, -0.4, -0.8], [0.7, 1.6, 2.0], [-0.3, 0.0, -0.1], [0.5, -0.6, -0.1], [0.1, -0.1, 0.0], [0.2, -0.6, -0.2], [0.0, 0.0, 0.3], [-0.1, 0.2, -0.2]], "spin_multiplicity": 2, "s2": 0.754, "homo_ev": [-0.837, -4.430], "energy_ha": -3144.29010, "total_charge": -1, "homo_lumo_gap_ev": [2.4, 6.0], "relative_energy_kj_mol": 211.7}